# 1
{
  "formula": "C29H53NO6",
  "method": "ωB97M-V with the def2-TZVPD basis set",
  "species": ["C", "C", "C", "N", "C", "C", "H", "H", "H", "H", "H", "C", "C", "C", "O", "C", "H", "H", "H", "H", "H", "H", "H", "H", "C", "C", "C", "O", "C", "H", "H", "H", "H", "H", "H", "H", "H", "C", "C", "C", "O", "C", "H", "H", "H", "H", "H", "H", "H", "H", "C", "C", "C", "O", "C", "H", "H", "H", "H", "H", "H", "H", "H", "C", "C", "C", "O", "C", "H", "H", "H", "H", "H", "H", "H", "H", "C", "C", "C", "O", "C", "H", "H", "H", "H", "H", "H", "H", "H"],
  "xyz": [[17.075, 12.326, -25.545], [16.272, 12.804, -24.531], [16.201, 14.160, -24.283], [16.884, 15.049, -25.012], [17.642, 14.574, -25.988], [17.787, 13.219, -26.329], [17.168, 11.258, -25.706], [15.803, 12.013, -23.955], [15.509, 14.520, -23.532], [18.201, 15.277, -26.598], [18.454, 12.884, -27.109], [25.494, 12.768, -22.815], [25.728, 14.245, -23.150], [27.217, 14.369, -22.878], [27.746, 13.154, -23.408], [26.749, 12.123, -23.404], [24.524, 12.452, -23.194], [25.499, 12.696, -21.725], [25.115, 14.909, -22.539], [25.555, 14.433, -24.211], [27.478, 14.408, -21.812], [27.700, 15.217, -23.363], [27.140, 11.285, -22.828], [26.584, 11.820, -24.441], [19.016, 18.071, -25.422], [19.362, 18.265, -26.917], [20.920, 18.426, -26.917], [21.290, 18.561, -25.588], [20.371, 17.907, -24.707], [18.415, 17.176, -25.268], [18.495, 18.947, -25.046], [18.883, 19.175, -27.267], [19.061, 17.415, -27.529], [21.175, 19.335, -27.468], [21.434, 17.593, -27.416], [20.471, 18.424, -23.757], [20.677, 16.857, -24.631], [19.224, 16.115, -17.016], [20.035, 17.000, -16.079], [20.932, 17.765, -17.022], [20.141, 17.960, -18.212], [19.023, 17.080, -18.212], [18.339, 15.647, -16.591], [19.841, 15.292, -17.389], [20.617, 16.446, -15.338], [19.418, 17.724, -15.547], [21.909, 17.337, -17.256], [21.143, 18.769, -16.642], [19.009, 16.514, -19.143], [18.092, 17.636, -18.078], [22.032, 19.700, -19.537], [23.293, 19.805, -20.394], [22.792, 19.129, -21.679], [21.530, 19.757, -21.852], [20.919, 19.852, -20.576], [21.922, 20.432, -18.731], [22.010, 18.777, -18.948], [24.210, 19.410, -19.961], [23.453, 20.860, -20.630], [22.651, 18.048, -21.525], [23.395, 19.232, -22.578], [20.142, 19.093, -20.424], [20.444, 20.834, -20.530], [15.084, 12.339, -18.830], [15.879, 13.139, -17.807], [17.244, 13.116, -18.447], [16.967, 13.336, -19.838], [15.630, 12.931, -20.135], [14.009, 12.501, -18.739], [15.288, 11.270, -18.755], [15.824, 12.693, -16.815], [15.529, 14.175, -17.809], [17.696, 12.126, -18.309], [17.966, 13.863, -18.128], [15.662, 12.190, -20.935], [15.024, 13.803, -20.396], [20.807, 14.026, -22.629], [21.732, 15.210, -22.289], [20.838, 16.228, -21.597], [19.637, 15.569, -21.217], [19.413, 14.552, -22.200], [21.007, 13.168, -21.988], [20.681, 13.696, -23.659], [22.199, 15.602, -23.194], [22.519, 14.808, -21.652], [20.551, 17.059, -22.260], [21.327, 16.696, -20.740], [18.848, 15.064, -22.988], [18.823, 13.752, -21.754]],
  "atomic_forces_ev_per_a": [[0.592, -0.040, -0.570], [0.194, -0.924, 0.180], [-0.289, -0.202, -0.368], [-0.200, -0.080, 0.136], [0.584, -0.559, -0.831], [-0.471, 0.419, 0.928], [-0.074, 0.026, -0.025], [-0.426, 0.590, 0.325], [0.246, 0.278, 0.152], [-0.086, 0.317, 0.214], [-0.027, 0.154, -0.121], [0.049, 0.669, 0.215], [0.170, 0.141, 0.358], [0.053, -0.394, 0.003], [0.380, -0.012, -0.189], [-0.125, 0.402, -0.108], [0.161, -0.437, -0.075], [-0.099, -0.256, -0.018], [-0.008, 0.053, -0.128], [-0.135, 0.078, 0.018], [-0.327, 0.152, 0.053], [-0.010, -0.103, -0.150], [-0.157, -0.117, 0.005], [0.017, -0.157, 0.020], [0.225, -0.510, 0.174], [0.727, -0.094, 0.493], [-1.225, 0.075, -0.728], [0.924, 0.450, 0.830], [0.112, 0.448, -1.387], [-0.283, 0.207, 0.119], [-0.095, -0.074, 0.109], [-0.025, -0.102, -0.280], [-0.135, 0.087, -0.055], [0.272, -0.021, 0.183], [-0.118, -0.133, 0.155], [-0.158, -0.115, 0.074], [-0.212, -0.096, 0.193], [0.606, 0.222, -0.667], [0.421, -0.410, 0.517], [-0.425, 1.163, -0.289], [0.124, -0.364, 0.313], [-0.389, -0.921, 0.489], [-0.232, 0.392, -0.003], [0.154, -0.007, 0.198], [-0.104, -0.025, -0.003], [-0.216, -0.139, -0.007], [-0.180, -0.533, -0.081], [0.058, -0.048, 0.113], [-0.161, 0.220, -0.118], [0.025, 0.206, -0.168], [0.316, 0.027, 0.880], [-0.048, 0.295, -0.283], [-0.019, -0.110, 0.526], [0.040, -0.387, -0.714], [-0.430, -0.087, 0.509], [0.274, 0.400, -0.343], [-0.077, -0.127, -0.882], [-0.119, -0.211, 0.039], [0.213, -0.021, -0.077], [0.142, 0.122, 0.092], [-0.030, 0.405, -0.009], [0.133, 0.016, -0.193], [0.010, -0.024, 0.060], [-0.311, 0.317, -0.251], [-0.075, -0.032, 0.138], [0.061, -0.376, -0.438], [0.273, 0.098, -0.047], [0.035, -0.426, 0.594], [0.017, -0.117, -0.007], [0.055, 0.021, 0.052], [0.122, 0.212, 0.082], [-0.138, -0.068, 0.290], [0.098, 0.000, -0.045], [-0.136, 0.153, 0.059], [-0.145, 0.197, -0.173], [0.158, -0.006, -0.330], [-1.672, 0.419, 0.520], [0.328, -0.830, -0.726], [-0.310, 0.722, -0.134], [0.560, -0.650, 0.567], [0.012, 0.407, 0.240], [0.275, -0.084, -0.186], [0.681, 0.093, -0.131], [0.048, 0.178, 0.119], [0.096, 0.384, 0.126], [0.307, -0.253, -0.010], [-0.334, -0.282, 0.235], [0.140, -0.499, -0.369], [-0.252, 0.244, 0.019]],
  "lowdin_charge": [-0.0901, -0.0818, -0.1451, 0.0617, -0.1585, -0.0553, 0.1055, 0.0999, 0.1049, 0.0889, 0.1002, -0.1698, -0.1777, -0.2104, -0.1532, -0.1939, 0.1072, 0.1113, 0.1028, 0.1179, 0.1183, 0.1178, 0.1136, 0.1154, -0.1401, -0.1375, -0.2222, -0.1460, -0.1728, 0.0689, 0.1095, 0.0990, 0.0878, 0.1128, 0.1112, 0.0978, 0.1092, -0.1621, -0.1720, -0.2084, -0.1797, -0.1811, 0.1029, 0.1102, 0.1143, 0.1165, 0.1181, 0.1180, 0.0993, 0.1203, -0.1709, -0.1440, -0.1982, -0.1503, -0.1921, 0.1137, 0.0736, 0.1091, 0.1132, 0.0954, 0.1251, 0.1069, 0.1209, -0.1729, -0.1743, -0.1953, -0.1511, -0.2023, 0.1114, 0.1126, 0.1152, 0.1204, 0.1216, 0.0961, 0.1110, 0.1172, -0.1405, -0.1549, -0.2115, -0.1505, -0.1836, 0.1032, 0.1036, 0.1021, 0.1001, 0.0945, 0.1084, 0.1066, 0.1068],
  "total_energy_ha": -1642.84408,
  "relative_energy_kcal_mol": 9.18,
  "multiplicity": 1,
  "e_homo_ev": -9.1255,
  "smiles": "c1ccncc1.C1CCOC1.C1CCOC1.C1CCOC1.C1CCOC1.C1CCOC1.C1CCOC1"
}

=====

# 2
{
  "formula": "C5H22N2O5",
  "method": "ωB97M-V with the def2-TZVPD basis set",
  "species": ["C", "C", "C", "C", "N", "C", "N", "H", "H", "H", "H", "H", "H", "H", "H", "H", "H", "H", "H", "O", "H", "H", "O", "H", "H", "O", "H", "H", "O", "H", "H", "O", "H", "H"],
  "xyz": [[-3.444, 0.556, 0.350], [-2.579, -0.560, 0.921], [-1.295, -0.893, 0.155], [-0.671, 0.325, -0.508], [-0.784, 0.513, -1.874], [0.074, 1.111, 0.285], [0.985, 2.067, -0.249], [-4.501, 0.374, 0.551], [-3.394, 0.514, -0.745], [-3.174, 1.512, 0.794], [-3.171, -1.485, 1.075], [-2.428, -0.318, 1.977], [-0.602, -1.280, 0.919], [-1.341, -1.796, -0.452], [-0.474, 1.373, -2.274], [-0.541, -0.253, -2.472], [0.123, 1.067, 1.364], [1.656, 2.469, 0.363], [0.789, 2.570, -1.085], [2.635, -0.598, 0.012], [3.500, -0.262, -0.280], [2.110, 0.183, 0.246], [1.876, -1.277, 2.620], [2.472, -1.509, 3.318], [2.068, -0.943, 1.734], [1.843, -2.175, -2.384], [1.862, -1.591, -1.600], [1.543, -2.977, -1.943], [1.115, -0.041, -3.955], [1.426, -0.842, -3.501], [1.900, 0.421, -4.291], [-0.150, 1.049, 3.879], [0.443, 0.711, 3.190], [0.128, 1.985, 3.862]],
  "atomic_forces_ev_per_a": [[-0.478, -0.757, -0.577], [-1.238, -0.974, 0.747], [0.406, 0.100, 1.211], [0.858, -0.830, 1.181], [-0.713, -0.126, 0.113], [0.608, 0.646, -0.815], [-0.071, -0.443, 0.106], [0.002, 0.058, 0.344], [0.230, 0.607, 0.172], [0.075, 0.165, -0.484], [0.096, 0.243, -0.613], [0.813, 0.233, -0.116], [0.122, 0.464, -0.095], [-0.613, 0.409, -0.800], [0.315, 0.197, 0.011], [-0.057, -0.251, -0.093], [-0.403, -0.380, -0.139], [-0.015, 0.539, 0.285], [-0.054, 0.260, -0.181], [0.388, 0.102, -0.119], [-0.457, -0.151, 0.218], [-0.123, 0.204, -0.698], [-2.641, 0.224, 0.071], [1.140, 0.257, -0.523], [1.543, -0.649, 0.634], [-0.150, 0.116, 1.051], [0.346, 0.278, -0.239], [-0.067, -0.397, -0.493], [0.363, 0.425, -0.370], [0.088, -0.007, -0.216], [-0.375, -0.388, 0.181], [0.721, 0.979, -0.537], [-0.144, -0.727, 0.394], [-0.513, -0.424, 0.386]],
  "lowdin_charge": [-0.1150, -0.2601, -0.1545, -0.3653, 0.1264, -0.1777, 0.0306, 0.0641, 0.0704, 0.0701, 0.1049, 0.0981, 0.1011, 0.1101, 0.0693, 0.0642, 0.0879, 0.0647, 0.0623, -0.0526, 0.0871, 0.0138, -0.0556, 0.0334, -0.0151, -0.0592, 0.0212, 0.0614, -0.0778, -0.0162, 0.0473, -0.0712, -0.0144, 0.0463],
  "total_energy_ha": -689.36566,
  "relative_energy_kcal_mol": 35.77,
  "multiplicity": 1,
  "e_homo_ev": -7.2599,
  "smiles": "CCC/C(N)=C/N.O.O.O.O.O"
}

=====

# 3
{
  "formula": "C5H6Cl2N2",
  "method": "ωB97M-V with the def2-TZVPD basis set",
  "species": ["N", "C", "Cl", "C", "C", "C", "C", "Cl", "N", "H", "H", "H", "H", "H", "H"],
  "xyz": [[-0.195, 1.884, 1.191], [-0.295, 0.863, 0.317], [-1.218, 1.444, -1.242], [1.072, 0.432, -0.166], [1.137, -0.917, -0.803], [0.059, -1.719, -0.700], [-1.014, -1.342, 0.217], [-2.164, -2.664, 0.510], [-1.250, -0.327, 0.917], [-0.487, 2.743, 0.778], [-0.662, 1.780, 1.981], [1.822, 0.513, 0.654], [1.321, 1.178, -0.867], [1.830, -1.121, -1.570], [0.043, -2.747, -1.215]],
  "atomic_forces_ev_per_a": [[2.193, 2.638, -2.223], [-1.726, -3.540, -0.784], [0.216, -0.289, 0.614], [0.569, -1.180, 0.876], [-2.735, 0.239, -0.093], [1.229, -1.148, -0.827], [-0.989, -1.680, 0.873], [0.234, -0.061, -0.119], [2.502, 2.865, -1.887], [0.130, 0.679, -0.196], [-2.704, -0.927, 4.394], [-0.623, -0.048, -0.281], [0.728, 0.889, -0.949], [1.237, -0.344, -0.315], [-0.262, 1.907, 0.916]],
  "lowdin_charge": [0.0712, -0.7556, 0.5637, -0.1985, -0.0581, -0.1194, -0.7813, 0.6283, 0.0863, 0.0752, 0.0350, 0.1399, 0.0862, 0.0985, 0.1287],
  "total_energy_ha": -1223.97087,
  "relative_energy_kcal_mol": 33.88,
  "multiplicity": 1,
  "e_homo_ev": -9.8798,
  "smiles": "N[C@@]1(Cl)CC=CC(Cl)=N1"
}